Entry from OMol25: a structure of composition C2H3Cl2OP in a non-equilibrium geometry (ωB97M-V/def2-TZVPD).

The geometry in XYZ format:
```
9
Properties=species:S:1:pos:R:3:forces:R:3
C -0.9002 -0.9063 -0.0277 -2.47 6.36 -0.09
C -2.1242 -0.0317 0.4040 1.80 -0.49 2.64
O -0.8215 -2.0729 0.0990 0.34 -6.98 0.87
P 0.5502 0.0761 -0.3479 3.86 -1.65 1.75
Cl -1.7061 1.6243 0.0388 -0.46 1.07 -0.10
Cl -3.6186 -0.5030 -0.3094 -0.83 -0.47 -0.39
H -2.2050 -0.0359 1.5654 -0.24 -0.29 -1.92
H 0.0523 0.3886 -1.5024 -0.42 1.02 -3.35
H 1.5425 -1.0331 -0.8483 -1.59 1.43 0.61
```
Positions in Å, forces in eV/Å.

The spin multiplicity is 3. Its HOMO-LUMO gap (spin up / spin down) is 7.087 / 7.333 eV. The LUMO energy (spin up / spin down) is 0.774 / -2.859 eV. For the total energy, the calculation gives -38498.517 eV. The calculation puts the HOMO energy (spin up / spin down) at -6.313 / -10.192 eV. The energy above the lowest of the compared OMol25 structures with the same formula, charge and spin comes out at 0.0000 eV.



Entry from OMol25: the molecule C3H4N2O2 (ωB97M-V/def2-TZVPD).

The geometry in XYZ format:
```
11
Properties=species:S:1:pos:R:3:forces:R:3
N -1.4429 0.1854 -0.6718 -0.28 -0.04 -0.21
C -0.3657 -0.4165 1.1974 0.68 -0.20 -0.14
C -0.4452 0.7319 0.2087 -0.26 0.00 0.19
O 0.7880 0.7910 -0.5281 0.07 -0.03 0.00
C 1.5013 -0.2958 -0.2196 0.37 0.03 -0.19
O 2.5506 -0.6171 -0.6887 -0.47 -0.02 0.24
N 0.7682 -0.9744 0.8074 -0.16 -0.05 0.10
H -1.4762 0.6093 -1.5834 0.01 0.33 -0.07
H -2.3542 0.1500 -0.2416 -0.04 -0.01 0.00
H -0.6148 1.7290 0.6344 0.04 -0.18 -0.12
H 1.0908 -1.8927 1.0854 0.03 0.18 0.20
```
Positions in Å, forces in eV/Å.

Its HOMO-LUMO gap is 10.002 eV. The LUMO energy is 0.432 eV. For the total energy, the calculation gives -10249.473 eV. The calculation puts the HOMO energy at -9.570 eV. The energy above the lowest of the compared OMol25 structures with the same formula, charge and spin comes out at 2.7924 eV.



Entry from OMol25: a cluster of 6 separate species, C6H23NO5 in total in a non-equilibrium geometry (ωB97M-V/def2-TZVPD).

The geometry in XYZ format:
```
35
Properties=species:S:1:pos:R:3:forces:R:3
C -1.7792 1.7752 -0.4527 -0.10 0.70 0.67
C -1.3742 0.6293 0.0828 -0.10 -0.98 -1.11
C -2.0300 0.0561 1.3361 -0.17 0.84 -0.62
C -1.2051 -0.8379 2.2567 -0.03 1.51 0.19
C -0.3926 -0.2594 -0.6604 1.57 0.94 0.14
C -0.5607 -0.4912 -2.1600 -0.87 0.12 -0.34
N -0.2095 0.6293 -3.0582 -0.39 0.65 0.29
H -1.2925 2.2798 -1.2752 -0.08 -0.38 -0.27
H -2.5767 2.3560 -0.0004 0.06 0.00 0.19
H -2.9981 -0.3822 1.0624 0.15 -0.36 -0.05
H -2.3350 0.9407 1.8823 -0.09 0.10 0.46
H -0.3515 -0.2719 2.6374 0.11 0.02 -0.14
H -1.8263 -0.9773 3.1384 0.10 -0.87 -0.01
H -0.7991 -1.7147 1.7810 -0.27 -0.60 0.21
H -0.2696 -1.1802 -0.1158 -0.22 -0.32 -0.18
H 0.6215 0.1627 -0.5971 -0.16 0.05 0.42
H -1.6174 -0.7406 -2.2901 0.08 -0.19 -0.45
H 0.0526 -1.3061 -2.5474 -0.11 -0.40 0.69
H 0.2252 1.4003 -2.5605 0.29 -0.28 0.12
H -1.0512 1.0600 -3.4233 -0.04 -0.18 -0.12
O 1.5971 3.2795 0.4018 -0.22 -0.48 -0.22
H 1.9781 2.4131 0.1547 0.10 0.43 0.07
H 0.7596 3.2456 -0.0760 -0.07 0.26 0.21
O -2.3488 -2.9350 -0.2474 -0.02 0.05 0.14
H -2.5035 -2.1408 0.2797 -0.10 -0.11 -0.09
H -1.3907 -2.9818 -0.2979 -0.05 -0.08 -0.20
O 2.4439 0.2784 2.3195 -0.48 -0.19 -0.05
H 2.0482 -0.5009 1.9018 0.34 -0.05 -0.03
H 1.7152 0.9106 2.2661 0.24 0.25 0.07
O 2.7040 0.8943 -0.4081 0.94 -0.30 -0.49
H 3.5017 0.8711 0.1394 -0.33 -0.05 0.43
H 3.0671 0.6796 -1.2786 -0.37 0.13 -0.09
O 1.5948 -2.4765 0.1579 0.16 0.13 0.09
H 2.1092 -3.1858 -0.2409 -0.14 -0.08 0.08
H 0.7065 -2.8152 0.3050 0.27 -0.28 -0.02
```
Positions in Å, forces in eV/Å.

Its HOMO-LUMO gap is 9.562 eV. The LUMO energy is 0.091 eV. For the total energy, the calculation gives -18321.489 eV. As for the structure (SMILES): C=C(CC)CCN.O.O.O.O.O. The calculation puts the HOMO energy at -9.471 eV. The energy above the lowest of the compared OMol25 structures with the same formula, charge and spin comes out at 1.7396 eV.



Entry from OMol25: a cluster of 2 separate species, C4H9N3O in total in a non-equilibrium geometry (ωB97M-V/def2-TZVPD).

The geometry in XYZ format:
```
17
Properties=species:S:1:pos:R:3:forces:R:3
C -0.2339 -0.9771 -1.6858 -1.71 -5.41 -1.29
C -0.0096 -1.3273 0.7699 -1.23 -2.74 -1.62
C 0.0334 -0.7957 1.9757 0.93 1.32 1.29
C 0.2064 0.8042 2.0400 -0.14 0.13 2.83
H -1.3978 1.3901 -3.3885 3.86 -1.25 2.31
H 0.5710 0.9836 -2.8885 -4.32 1.58 0.34
H -0.1552 -2.1678 -1.6435 -0.53 2.32 -1.27
H -0.2968 0.4276 -0.2537 1.79 -2.94 -1.15
H -0.3813 -2.4224 0.7249 1.30 1.56 -0.39
H 0.1366 -1.5722 2.8352 -0.62 2.10 -1.26
H -0.8255 1.3959 2.2845 2.31 -1.70 -0.17
H 1.0611 1.1179 2.8562 -2.81 -1.15 -1.34
H 1.8245 1.8619 1.3920 -4.77 -1.80 -3.64
N -0.6014 0.9048 -2.6225 1.66 9.50 -2.32
N -0.7114 -0.3369 -2.7327 0.38 -10.04 1.96
N 0.1175 -0.6179 -0.4448 -2.20 5.23 1.55
O 0.6626 1.3313 0.7818 6.10 3.31 4.17
```
Positions in Å, forces in eV/Å.

Its HOMO-LUMO gap is 6.507 eV. The LUMO energy is -0.669 eV. For the total energy, the calculation gives -10802.722 eV. The calculation puts the HOMO energy at -7.176 eV. The energy above the lowest of the compared OMol25 structures with the same formula, charge and spin comes out at 9.7402 eV.



Entry from OMol25: a structure of composition C34H37AlGeN3OSSb (ωB97M-V/def2-TZVPD).

The geometry in XYZ format:
```
79
Properties=species:S:1:pos:R:3:forces:R:3
Al 0.9915 0.1961 1.5267 -0.01 0.07 0.08
C -0.6675 -2.4158 0.3221 0.02 0.04 -0.03
C -1.2972 -1.7186 1.4870 -0.06 0.02 -0.01
C -2.4912 -2.2085 1.9959 0.00 0.03 -0.03
C -3.0993 -1.5946 3.0713 -0.01 0.00 0.00
C -2.4673 -0.5019 3.6556 0.04 -0.02 0.02
C -1.2672 -0.0541 3.1470 0.06 -0.12 0.10
N -0.6908 -0.6374 2.0499 -0.02 0.01 -0.08
Sb -0.3313 1.5651 4.2433 -0.14 0.09 -0.08
C 1.6423 0.6919 4.1443 0.02 -0.08 0.10
C 2.3876 0.8052 5.2957 0.00 -0.01 -0.03
C 3.6094 0.1395 5.3919 0.00 0.01 0.01
C 4.0148 -0.6574 4.3421 0.00 -0.02 -0.02
C 3.2425 -0.7506 3.1925 -0.01 0.04 0.01
C 3.6758 -1.6339 2.0665 0.02 0.01 -0.01
N 2.0815 -0.0527 3.0825 0.08 0.06 -0.02
C -0.0804 2.6427 2.3886 0.08 0.04 0.01
C -0.5902 3.9211 2.3409 0.04 -0.02 0.02
C -0.3068 4.7334 1.2476 0.00 0.01 0.00
C 0.5184 4.2362 0.2602 0.01 0.00 0.00
C 0.9969 2.9349 0.3227 0.00 0.03 0.05
C 1.9232 2.4575 -0.7490 -0.02 -0.04 -0.02
N 0.6685 2.1214 1.3663 -0.06 -0.02 -0.07
H -1.3748 -3.1164 -0.1147 0.00 -0.02 0.01
H -0.3648 -1.7133 -0.4536 -0.06 -0.02 -0.01
H 0.2045 -2.9892 0.6445 0.02 0.03 -0.01
H -2.9346 -3.0808 1.5358 -0.01 0.01 -0.02
H -4.0391 -1.9646 3.4618 0.01 -0.01 0.02
H -2.9041 -0.0187 4.5203 0.00 -0.01 0.01
H 2.0255 1.3960 6.1276 0.00 -0.01 0.01
H 4.2131 0.2229 6.2870 0.00 0.00 0.00
H 4.9338 -1.2242 4.4033 0.00 0.00 0.00
H 4.4370 -2.3299 2.4112 0.00 0.01 0.01
H 2.8376 -2.2128 1.6791 0.01 -0.01 0.00
H 4.1064 -1.0412 1.2576 0.00 -0.01 0.00
H -1.1799 4.3017 3.1651 0.01 0.01 0.01
H -0.6884 5.7455 1.1944 0.00 0.00 0.01
H 0.8278 4.8639 -0.5643 -0.02 -0.01 -0.02
H 2.3084 3.3101 -1.3033 0.01 0.00 0.00
H 2.7715 1.9300 -0.3180 0.02 -0.02 -0.01
H 1.4030 1.8160 -1.4646 0.01 -0.01 -0.01
O 1.6930 -0.4607 0.0734 0.21 -0.12 0.12
S 2.0274 -0.8098 -1.4282 -0.06 0.05 -0.04
C 3.7962 -0.4540 -1.7053 0.05 -0.03 0.00
C 4.5427 -1.7844 -1.6701 0.00 -0.03 0.04
C 3.5801 -2.8192 -2.2395 0.01 0.03 0.01
C 2.2617 -2.6135 -1.4943 -0.04 -0.04 -0.02
H 4.1240 0.2955 -0.9884 -0.03 0.03 0.03
H 3.8077 -0.0061 -2.7020 0.00 0.01 0.01
H 4.8182 -2.0459 -0.6474 0.01 0.00 -0.01
H 5.4637 -1.7105 -2.2465 -0.01 0.01 -0.02
H 3.9279 -3.8405 -2.0891 -0.02 -0.01 -0.01
H 3.4408 -2.6780 -3.3128 0.01 -0.01 0.00
H 2.3172 -2.9505 -0.4587 0.03 0.01 0.00
H 1.3927 -3.0498 -1.9831 -0.01 0.00 0.02
Ge -2.7467 0.8799 -1.7607 -0.31 0.35 -0.06
C -1.6640 1.1488 -3.2620 0.00 -0.13 -0.07
C -1.4338 0.1761 -4.2518 -0.03 0.02 0.01
C -0.8750 0.5487 -5.4580 -0.01 0.00 0.00
C -0.5557 1.8861 -5.6931 0.01 -0.01 -0.02
C -0.7716 2.8544 -4.7205 -0.03 0.03 0.04
C -1.3196 2.4919 -3.5010 0.13 -0.05 0.02
C -4.1015 -0.3355 -1.3645 0.09 -0.18 0.00
C -4.9547 0.0100 -0.2985 0.01 -0.05 -0.03
C -6.0803 -0.7539 -0.0500 0.01 0.03 0.02
C -6.3473 -1.8666 -0.8416 -0.02 -0.02 -0.01
C -5.5047 -2.2210 -1.8947 0.01 -0.01 0.00
C -4.3852 -1.4600 -2.1634 -0.02 0.06 -0.01
H -2.6408 2.0215 -0.7420 0.01 -0.02 0.01
H -1.7048 -0.8595 -4.0860 -0.04 0.01 -0.02
H -0.7170 -0.1871 -6.2350 0.02 -0.01 0.01
H -0.1452 2.1754 -6.6520 0.00 0.00 0.00
H -0.5364 3.8902 -4.9248 0.01 0.00 0.00
H -1.5031 3.2522 -2.7491 -0.03 0.01 -0.01
H -4.7576 0.8894 0.3044 0.00 0.00 0.00
H -6.7643 -0.4756 0.7404 0.00 -0.01 0.01
H -7.2320 -2.4593 -0.6468 -0.01 0.01 -0.01
H -5.7435 -3.0754 -2.5133 0.00 -0.01 0.00
H -3.7547 -1.7176 -3.0053 -0.01 0.00 0.00
```
Positions in Å, forces in eV/Å.

Its HOMO-LUMO gap is 7.534 eV. The LUMO energy is -11.477 eV. For the total energy, the calculation gives -122827.286 eV. The calculation puts the HOMO energy at -19.011 eV. The total charge is +4. The energy above the lowest of the compared OMol25 structures with the same formula, charge and spin comes out at 2.5988 eV.



Q: energy above the lowest of the compared OMol25 structures with the same formula, charge and spin of number 4 (C4H9N3O)?
A: 9.7402 eV